No. 1
# C14H15N5O2PrS2

A molecular structure, C14H15N5O2PrS2 at a distorted geometry (wB97M-V/def2-TZVPD, the Open Molecules 2025 dataset).

HOMO level (spin up / spin down)   -10.957 / -10.958 eV
Energy above the lowest of the compared OMol25 structures with the same formula, charge and spin   0.0000 eV
Charge   +1
Expectation value of S²   2.002
Spin multiplicity   3
Orbital gap (spin up / spin down)   7.0 / 7.0 eV

Last column: Mulliken charge in e.
Element x y z (Å)
Pr -0.748 0.263 -0.160  0.903
C -4.246 4.638 0.425  -0.901
S -3.016 4.673 -0.882  0.023
C -1.887 3.418 -0.453  0.537
S -2.100 2.464 0.974  -0.397
N -0.932 3.375 -1.347  -1.090
N -0.012 2.380 -1.096  0.536
C 1.038 2.381 -1.801  -0.478
C 2.088 1.349 -1.559  0.894
C 3.328 1.435 -2.157  -0.812
C 4.287 0.477 -1.843  -0.260
C 3.978 -0.525 -0.944  -0.865
C 2.703 -0.549 -0.399  0.019
N 1.779 0.360 -0.705  -0.159
H -4.942 5.433 0.158  0.345
H -3.819 4.861 1.399  0.322
H -4.787 3.696 0.462  0.320
H 1.186 3.156 -2.550  0.380
H 3.546 2.238 -2.847  0.424
H 5.267 0.526 -2.298  0.440
H 4.701 -1.278 -0.664  0.410
H 2.414 -1.321 0.307  0.480
O -2.799 -0.254 -1.036  -0.255
N -2.498 0.156 -2.191  0.180
O -1.258 0.021 -2.386  -0.266
N -0.438 -2.361 -0.529  -0.402
C -0.308 -2.811 0.828  0.482
C -1.179 -2.297 1.782  -0.282
C -1.063 -2.676 3.118  -0.868
C -0.059 -3.547 3.500  -0.495
C 0.823 -4.042 2.546  -0.578
C 0.704 -3.685 1.214  -0.547
H 0.306 -2.708 -1.123  0.247
H -1.317 -2.654 -0.950  0.300
H -2.001 -1.637 1.510  0.735
H -1.762 -2.281 3.843  0.427
H 0.038 -3.845 4.534  0.414
H 1.605 -4.727 2.847  0.408
H 1.379 -4.100 0.474  0.429

---

No. 2
# C7H28FN14O7

8 unconnected molecules or ions with the total composition C7H28FN14O7 at a distorted geometry (wB97M-V/def2-TZVPD, the Open Molecules 2025 dataset).

HOMO level   -6.906 eV
Energy above the lowest of the compared OMol25 structures with the same formula, charge and spin   0.7239 eV
Charge   -1
Orbital gap   9.1 eV

Last column: Mulliken charge in e.
Element x y z (Å)
F 0.089 -0.195 -0.153  -0.331
C 3.529 0.572 -1.083  0.452
O 4.367 1.198 -1.744  -0.717
N 3.310 -0.742 -1.125  -0.255
N 2.530 1.245 -0.431  -0.122
H 3.901 -1.271 -1.745  0.255
H 2.544 -1.245 -0.710  0.298
H 2.443 2.221 -0.649  0.190
H 1.707 0.651 -0.349  -0.166
C -1.610 3.176 -0.181  0.428
O -2.451 4.021 -0.513  -0.728
N -0.276 3.387 -0.162  -0.156
N -1.968 1.904 0.095  0.009
H 0.008 4.167 -0.734  0.254
H 0.354 2.606 -0.126  -0.023
H -1.251 1.196 -0.029  -0.145
H -2.895 1.520 0.033  0.245
C 0.876 -3.601 -1.423  0.355
O 1.377 -4.521 -2.073  -0.719
N -0.164 -2.858 -1.854  -0.110
N 1.381 -3.129 -0.258  -0.340
H -0.362 -1.952 -1.454  0.125
H -0.652 -3.137 -2.685  0.191
H 0.800 -2.582 0.340  0.194
H 2.239 -3.540 0.064  0.211
C -4.318 -1.463 -0.104  0.582
O -4.164 -0.275 0.182  -0.695
N -3.293 -2.320 0.110  -0.357
N -5.463 -1.976 -0.633  -0.399
H -2.362 -1.960 0.191  0.145
H -3.400 -3.282 -0.167  0.176
H -5.520 -2.959 -0.820  0.157
H -6.280 -1.395 -0.641  0.252
C 0.514 3.155 3.598  0.566
O -0.596 3.623 3.822  -0.647
N 0.929 2.367 2.586  -0.164
N 1.560 3.433 4.459  -0.384
H 0.254 2.102 1.889  0.093
H 1.817 1.929 2.695  0.189
H 1.484 4.070 5.230  0.202
H 2.464 3.005 4.392  0.126
C 0.244 -1.719 2.906  0.338
O 0.203 -2.017 4.097  -0.713
N 1.357 -1.283 2.224  -0.152
N -0.875 -1.789 2.132  -0.131
H 1.170 -0.847 1.328  0.084
H 2.081 -0.947 2.836  0.298
H -1.724 -2.188 2.480  0.129
H -0.670 -1.479 1.191  0.109
C 0.762 0.678 -3.849  0.404
O 1.242 0.896 -4.976  -0.754
N 1.130 -0.366 -3.079  -0.089
N -0.106 1.534 -3.280  -0.283
H 0.770 -0.314 -2.137  -0.149
H 1.749 -0.992 -3.559  0.161
H -0.403 2.317 -3.830  0.185
H -0.382 1.373 -2.326  0.323

---

No. 3
# C17H33NO14S4

4 unconnected molecules or ions with the total composition C17H33NO14S4 (wB97M-V/def2-TZVPD, the Open Molecules 2025 dataset).

HOMO level   -9.146 eV
SMILES string   CCSCC1=C(CON=O)C(=O)OC1=O.CCOS(C)(=O)=O.CCOS(C)(=O)=O.CCOS(C)(=O)=O
Orbital gap   8.2 eV

Last column: Mulliken charge in e.
Element x y z (Å)
C 0.292 4.076 -1.394  -1.177
C 1.436 3.775 -0.427  -0.114
S 2.047 5.341 0.250  -0.170
C 3.699 4.851 0.825  -0.711
C 3.756 3.524 1.494  0.248
C 3.080 3.025 2.528  0.731
C 2.005 3.610 3.374  -0.639
O 2.668 4.255 4.474  -0.258
N 1.821 5.306 5.053  0.204
O 0.838 4.884 5.485  -0.213
C 3.595 1.647 2.772  0.155
O 3.108 0.759 3.389  -0.454
O 4.775 1.504 2.055  -0.312
C 4.689 2.444 1.038  0.115
O 5.202 2.301 -0.021  -0.501
H -0.280 4.940 -1.052  0.358
H 0.689 4.314 -2.381  0.311
H -0.375 3.219 -1.486  0.283
H 1.087 3.145 0.394  0.220
H 2.258 3.255 -0.923  0.327
H 4.386 4.852 -0.021  0.417
H 4.046 5.607 1.533  0.362
H 1.412 4.332 2.808  0.431
H 1.346 2.815 3.732  0.382
C -5.391 2.129 -3.044  -0.960
C -5.192 0.832 -3.796  -0.388
O -3.813 0.617 -4.189  -0.281
S -2.798 0.144 -3.068  1.215
C -1.490 -0.352 -4.124  -1.045
O -3.346 -1.003 -2.403  -0.654
O -2.389 1.270 -2.284  -0.565
H -4.904 2.107 -2.071  0.286
H -6.458 2.297 -2.893  0.386
H -4.978 2.966 -3.608  0.264
H -5.530 -0.029 -3.218  0.344
H -5.736 0.837 -4.738  0.275
H -1.830 -1.193 -4.723  0.295
H -0.666 -0.655 -3.480  0.386
H -1.192 0.485 -4.750  0.420
C -3.066 -1.833 5.296  -0.963
C -1.869 -2.638 5.754  -0.385
O -0.609 -2.036 5.370  -0.272
S -0.114 -0.784 6.216  1.253
C 1.537 -0.745 5.625  -0.948
O -0.147 -1.132 7.606  -0.667
O -0.801 0.392 5.775  -0.601
H -3.129 -0.880 5.817  0.296
H -3.977 -2.398 5.495  0.380
H -3.004 -1.628 4.227  0.260
H -1.872 -2.791 6.833  0.351
H -1.851 -3.616 5.276  0.261
H 2.048 -1.651 5.938  0.402
H 2.006 0.133 6.061  0.342
H 1.517 -0.656 4.544  0.307
C 2.740 -5.361 -5.498  -0.969
C 1.454 -6.131 -5.294  -0.364
O 0.714 -5.686 -4.127  -0.274
S -0.096 -4.330 -4.249  1.247
C -1.074 -4.503 -2.799  -0.784
O -0.929 -4.390 -5.413  -0.666
O 0.792 -3.218 -4.086  -0.609
H 2.547 -4.323 -5.763  0.294
H 3.311 -5.823 -6.303  0.383
H 3.340 -5.369 -4.589  0.263
H 0.801 -6.073 -6.166  0.340
H 1.654 -7.181 -5.093  0.267
H -1.729 -5.361 -2.919  0.318
H -1.655 -3.587 -2.699  0.234
H -0.411 -4.627 -1.946  0.326

---

No. 4
# C36H45FN6ORuSSi2

A molecular structure, C36H45FN6ORuSSi2 at a distorted geometry (wB97M-V/def2-TZVPD, the Open Molecules 2025 dataset).

HOMO level (spin up / spin down)   -10.326 / -10.454 eV
Energy above the lowest of the compared OMol25 structures with the same formula, charge and spin   0.5220 eV
Charge   +1
Expectation value of S²   0.759
Spin multiplicity   2
Orbital gap (spin up / spin down)   5.9 / 6.0 eV

Last column: Mulliken charge in e.
Element x y z (Å)
Ru 0.878 -0.019 -1.039  -0.155
C -1.227 2.267 -4.115  -0.900
C -0.453 1.306 -3.493  -1.123
N -0.245 1.315 -2.178  1.600
C -0.789 2.339 -1.456  -0.681
C -1.544 3.306 -2.127  -0.182
N -1.768 3.268 -3.422  -0.600
C -0.517 2.320 -0.026  -0.011
C -1.011 3.189 0.939  -0.812
C -0.693 2.982 2.284  0.553
C 0.198 1.957 2.608  -0.473
C 0.705 1.150 1.597  -0.510
N 0.280 1.305 0.337  1.491
C 1.690 0.084 1.739  -0.724
C 2.478 -0.136 2.872  0.076
N 3.358 -1.108 2.952  -0.652
C 3.493 -1.905 1.891  -0.968
C 2.764 -1.690 0.736  -0.855
N 1.877 -0.703 0.645  2.356
C -1.318 3.800 3.346  0.539
C -2.525 4.465 3.132  -0.668
C -3.101 5.181 4.171  -0.417
N -2.562 5.249 5.380  -0.575
C -1.412 4.629 5.597  -0.501
C -0.749 3.909 4.615  -0.425
H -1.422 2.245 -5.178  0.484
H 0.007 0.501 -4.050  0.715
H -1.972 4.141 -1.584  0.427
H -1.626 4.021 0.633  0.646
H 0.472 1.746 3.631  0.493
H 2.405 0.530 3.724  0.466
H 4.218 -2.703 1.970  0.543
H 2.893 -2.316 -0.137  -0.083
H -3.024 4.438 2.173  0.359
H -4.029 5.722 4.029  0.388
H -0.999 4.718 6.595  0.389
H 0.217 3.476 4.833  0.444
O -0.524 -2.086 1.185  -0.941
S -0.733 -1.788 2.635  0.505
C -1.272 -3.331 3.495  -0.781
C -2.788 -3.290 3.632  -0.581
C -3.149 -1.821 3.838  -0.749
C -2.420 -1.065 2.745  -0.213
H -0.783 -3.288 4.470  0.387
H -0.888 -4.181 2.934  0.364
H -3.130 -3.898 4.468  0.375
H -3.258 -3.673 2.724  0.303
H -2.807 -1.490 4.822  0.321
H -4.225 -1.657 3.781  0.368
H -2.324 0.004 2.934  0.259
H -2.855 -1.227 1.760  -0.020
F 3.220 5.135 0.583  -0.391
C 3.151 3.996 -0.123  0.453
C 2.525 4.003 -1.357  -0.785
C 2.412 2.815 -2.055  -0.098
C 2.900 1.608 -1.526  0.772
C 2.672 0.315 -2.174  -1.937
C 3.608 1.671 -0.313  -0.263
C 3.733 2.852 0.393  -0.739
H 2.128 4.931 -1.746  0.496
H 1.957 2.823 -3.038  0.496
H 3.414 -0.430 -1.902  0.532
H 2.499 0.358 -3.247  0.598
H 4.085 0.777 0.069  0.479
H 4.268 2.889 1.333  0.493
C 1.081 -4.756 -2.199  -1.144
Si 1.381 -3.031 -2.952  0.333
C 0.888 -2.912 -4.774  -1.151
C 3.273 -2.829 -2.950  -1.331
C 0.308 -1.901 -1.872  1.489
Si -1.589 -1.934 -2.120  0.887
C -2.178 -3.602 -1.434  -1.287
C -2.464 -0.592 -1.074  -0.260
C -2.166 -1.726 -3.911  -1.328
H 1.963 -5.388 -2.317  0.422
H 0.246 -5.261 -2.689  0.351
H 0.852 -4.694 -1.135  0.210
H 1.619 -3.436 -5.391  0.431
H 0.852 -1.877 -5.118  0.252
H -0.087 -3.362 -4.963  0.320
H 3.697 -3.709 -3.437  0.504
H 3.721 -2.779 -1.956  0.390
H 3.606 -1.957 -3.514  0.357
H 0.389 -2.315 -0.856  -1.158
H -1.635 -3.854 -0.524  0.172
H -2.031 -4.408 -2.154  0.318
H -3.244 -3.565 -1.194  0.438
H -1.821 -0.257 -0.259  -0.703
H -3.376 -0.996 -0.631  0.701
H -2.753 0.275 -1.670  0.306
H -2.198 -2.687 -4.423  0.422
H -1.524 -1.064 -4.490  0.284
H -3.175 -1.310 -3.935  0.416